C4H10BCsO4P | ωB97M-V/def2-TZVPD

```
! RIJCOSX wB97M-V def2-TZVPD def2/J DEFGRID3
* xyz 1 1
O 2.9127 1.9809 -0.5425
P 2.2947 0.5762 -0.0500
O 2.0115 0.6214 1.6739
O 3.5284 -0.6294 -0.4801
C 0.7591 0.1603 -1.0914
B -0.6071 0.9983 -0.7418
C -1.2832 1.2774 0.7147
C -1.8565 -0.2655 1.3977
C -2.8197 -1.2181 0.3140
O -1.2691 -1.5601 0.7479
H 1.5014 -0.1898 1.9947
H 3.0345 -1.5176 -0.4858
H 1.0383 0.4136 -2.2240
H 0.5886 -1.0076 -1.0727
H -1.2118 1.4175 -1.6903
H -0.4718 1.6703 1.4619
H -2.2637 1.9544 0.6807
H -2.1755 -0.2725 2.6124
H -2.7586 -1.0603 -0.8372
H -3.0761 -2.3303 0.6369
Cs 2.1239 -1.0190 -3.0190
*
```

Highest occupied orbital energy, eV: -13.382
HOMO-LUMO gap, eV: 9.38
Energy relative to the best compared isomer or geometry (same formula, charge and spin), kcal per mole: 134.1